(1)
# C41H43N6O6PPdS

C41H43N6O6PPdS as an isolated structure at a distorted geometry (the ωB97M-V functional and the def2-TZVPD basis, OMol25).

Output
- Energy above the lowest of the compared OMol25 structures with the same formula, charge and spin: 0.0 kJ/mol
- Maximum force: 0.0257 hartree/bohr
- Frontier orbital gap (spin up / spin down): 7.502 / 7.501 eV
- Net charge: 0
- Total energy: -88044.385 eV

Atoms and positions in Å:
Pd  0.12  -0.81  1.40
O  1.71  -0.57  4.98
C  1.69  -0.59  3.78
O  0.92  -1.40  3.08
C  2.59  0.27  2.89
P  2.37  -0.39  1.20
C  3.31  -1.93  1.15
C  4.62  -1.93  1.62
C  5.36  -3.10  1.62
C  4.79  -4.28  1.16
C  3.48  -4.27  0.69
C  2.74  -3.10  0.68
C  3.21  0.78  0.11
C  3.04  2.15  0.33
C  3.66  3.07  -0.50
C  4.46  2.62  -1.55
C  4.64  1.26  -1.76
C  4.01  0.34  -0.93
H  3.62  0.24  3.25
H  2.25  1.30  2.94
H  5.08  -1.01  1.97
H  6.38  -3.10  1.99
H  5.36  -5.19  1.16
H  3.04  -5.18  0.30
H  1.74  -3.08  0.27
H  2.41  2.51  1.13
H  3.51  4.13  -0.34
H  4.95  3.34  -2.20
H  5.24  0.91  -2.58
H  4.11  -0.72  -1.13
N  -1.51  -0.58  -0.16
C  -2.32  -0.14  -0.86
N  -3.24  0.32  -1.66
C  -4.47  0.89  -1.11
C  -5.69  0.23  -1.77
C  -5.35  -0.23  -3.19
C  -4.31  0.69  -3.82
C  -2.97  0.54  -3.09
H  -4.45  1.97  -1.29
H  -4.45  0.75  -0.03
H  -6.50  0.96  -1.79
H  -6.03  -0.61  -1.17
H  -6.26  -0.27  -3.80
H  -4.95  -1.25  -3.17
H  -4.65  1.72  -3.78
H  -4.16  0.46  -4.88
H  -2.35  1.43  -3.22
H  -2.43  -0.33  -3.47
C  2.65  7.80  -0.30
C  1.81  6.56  -0.33
C  1.56  5.84  0.84
C  0.80  4.68  0.82
C  0.28  4.23  -0.39
C  0.50  4.94  -1.56
C  1.26  6.09  -1.52
S  -0.63  2.71  -0.44
O  -1.75  2.93  -1.32
O  -0.85  2.29  0.92
N  0.40  1.65  -1.09
C  0.57  1.49  -2.54
C  0.50  0.03  -2.98
C  1.59  -0.84  -2.32
O  2.59  -1.11  -2.99
O  1.35  -1.17  -1.12
H  2.51  8.35  0.63
H  2.42  8.46  -1.13
H  3.71  7.54  -0.36
H  1.96  6.20  1.78
H  0.60  4.12  1.72
H  0.06  4.59  -2.49
H  1.43  6.65  -2.44
H  0.55  0.82  -0.51
H  1.52  1.94  -2.85
H  -0.24  2.04  -3.03
H  0.65  -0.01  -4.06
H  -0.48  -0.37  -2.74
C  -4.14  -0.75  2.80
C  -2.87  -0.33  2.47
N  -1.81  -1.13  2.56
C  -1.98  -2.39  2.95
C  -3.23  -2.94  3.21
C  -4.32  -2.08  3.17
C  -3.38  -4.36  3.54
C  -2.80  -5.42  2.95
C  -1.98  -5.47  1.72
C  -1.40  -6.68  1.35
C  -0.65  -6.69  0.18
N  -0.48  -5.61  -0.57
C  -1.09  -4.51  -0.14
N  -1.83  -4.39  0.95
H  -4.97  -0.06  2.76
H  -2.67  0.68  2.13
H  -1.08  -2.98  3.05
H  -5.31  -2.45  3.41
H  -4.04  -4.58  4.38
H  -2.99  -6.39  3.39
H  -1.51  -7.57  1.95
H  -0.16  -7.60  -0.15
H  -0.97  -3.62  -0.75

---

(2)
# C45H90NO13Rb

C45H90NO13Rb as an isolated structure at a distorted geometry (the ωB97M-V functional and the def2-TZVPD basis, OMol25).

Output
- Energy above the lowest of the compared OMol25 structures with the same formula, charge and spin: 367.2 kJ/mol
- Maximum force: 0.0593 hartree/bohr
- Frontier orbital gap: 2.259 eV
- Net charge: 0
- Total energy: -76879.263 eV

Atoms and positions in Å:
Rb  -4.40  6.03  -3.69
C  0.98  2.94  1.38
C  1.32  2.11  0.11
C  1.46  0.65  0.58
C  0.22  -0.17  0.79
C  -0.60  -0.19  -0.49
C  -0.94  1.29  -0.99
N  0.21  2.20  -0.92
O  -0.03  3.56  -1.35
C  -2.17  1.76  -0.20
C  -1.45  1.04  -2.46
C  2.69  2.54  -0.45
H  1.70  2.79  2.19
H  -0.02  2.69  1.71
H  0.92  4.01  1.19
H  1.99  0.66  1.53
H  2.01  0.06  -0.16
H  -0.34  0.15  1.66
H  0.55  -1.19  0.96
H  -1.47  -0.81  -0.25
H  -0.10  -0.79  -1.24
H  -2.02  1.68  0.87
H  -3.04  1.12  -0.37
H  -2.45  2.78  -0.46
H  -1.94  1.91  -2.88
H  -2.31  0.37  -2.45
H  -0.64  0.66  -3.09
H  3.49  2.42  0.28
H  2.67  3.55  -0.84
H  2.98  1.89  -1.28
C  1.22  -5.90  4.63
C  2.00  -6.94  5.45
O  1.43  -7.61  6.32
C  3.50  -7.10  5.23
H  1.51  -4.89  4.93
H  0.18  -5.92  4.97
H  1.33  -6.04  3.56
H  3.99  -6.25  5.70
H  3.83  -7.19  4.19
H  3.85  -7.97  5.77
C  6.61  -3.35  1.96
C  7.85  -3.08  2.82
O  7.74  -2.43  3.85
C  9.15  -3.66  2.46
H  6.90  -3.44  0.92
H  5.82  -2.64  2.23
H  6.15  -4.29  2.25
H  9.91  -3.70  3.24
H  9.51  -3.02  1.66
H  9.10  -4.64  1.98
C  2.31  -3.01  -5.80
C  3.15  -2.04  -4.97
O  3.16  -0.84  -5.12
C  4.04  -2.62  -3.92
H  2.94  -3.84  -6.10
H  1.96  -2.48  -6.69
H  1.45  -3.30  -5.19
H  4.61  -1.86  -3.39
H  4.84  -3.19  -4.39
H  3.57  -3.26  -3.17
C  0.01  9.52  0.57
C  1.41  10.06  0.45
O  1.48  11.21  0.05
C  2.68  9.29  0.92
H  -0.54  9.41  -0.37
H  -0.53  10.08  1.33
H  0.01  8.50  0.93
H  3.22  8.71  0.17
H  2.47  8.67  1.79
H  3.49  9.96  1.21
C  -1.99  1.30  -10.49
C  -2.52  -0.12  -10.37
O  -2.15  -0.99  -11.14
C  -3.31  -0.46  -9.14
H  -1.14  1.45  -9.82
H  -2.69  2.09  -10.24
H  -1.67  1.34  -11.53
H  -3.24  -1.52  -8.92
H  -4.35  -0.25  -9.37
H  -3.08  0.19  -8.30
C  -7.56  1.49  3.50
C  -7.13  0.04  3.46
O  -7.83  -0.86  3.01
C  -5.76  -0.37  4.01
H  -6.90  2.12  2.91
H  -7.58  1.74  4.56
H  -8.60  1.48  3.17
H  -5.55  0.08  4.98
H  -4.98  -0.27  3.26
H  -5.79  -1.43  4.27
C  -6.28  -4.04  -1.35
C  -6.09  -5.02  -0.18
O  -5.13  -4.99  0.59
C  -7.21  -6.04  -0.06
H  -6.57  -4.54  -2.27
H  -5.30  -3.57  -1.46
H  -6.98  -3.25  -1.11
H  -7.92  -5.53  0.59
H  -6.91  -7.06  0.19
H  -7.77  -6.20  -0.98
C  8.41  2.04  -2.89
C  8.96  1.29  -1.72
O  8.88  0.06  -1.77
C  9.57  2.04  -0.53
H  7.64  2.75  -2.58
H  8.01  1.42  -3.68
H  9.29  2.60  -3.22
H  10.16  1.31  0.03
H  8.84  2.56  0.10
H  10.34  2.74  -0.85
C  -2.45  4.84  6.45
C  -1.86  6.24  6.54
O  -2.23  7.08  7.37
C  -0.69  6.57  5.66
H  -1.64  4.12  6.36
H  -3.05  4.76  5.54
H  -3.06  4.75  7.34
H  -0.09  7.39  6.07
H  -1.13  6.83  4.70
H  -0.10  5.66  5.53
C  2.18  0.31  6.97
C  3.18  1.32  7.57
O  2.90  2.54  7.62
C  4.58  0.82  7.83
H  1.58  -0.07  7.80
H  2.72  -0.55  6.57
H  1.55  0.76  6.21
H  5.20  1.62  8.24
H  4.97  0.51  6.86
H  4.64  0.00  8.55
C  -0.86  -6.57  -1.80
C  0.18  -7.49  -1.23
O  1.29  -7.08  -0.96
C  -0.16  -8.99  -1.19
H  -1.80  -7.11  -1.93
H  -0.62  -6.22  -2.81
H  -0.98  -5.65  -1.22
H  0.70  -9.66  -1.14
H  -0.75  -9.23  -2.08
H  -0.62  -9.11  -0.21
C  -8.81  0.71  -5.79
C  -8.45  2.14  -5.49
O  -7.36  2.47  -5.08
C  -9.59  3.11  -5.91
H  -9.26  0.53  -6.76
H  -9.48  0.22  -5.08
H  -7.86  0.17  -5.76
H  -9.59  3.16  -7.00
H  -9.33  4.08  -5.50
H  -10.56  2.75  -5.58

---

(3)
# C26H30F5MnN3O2Te

C26H30F5MnN3O2Te as an isolated structure at a distorted geometry (the ωB97M-V functional and the def2-TZVPD basis, OMol25).

Output
- Maximum force: 0.0851 hartree/bohr
- Frontier orbital gap (spin up / spin down): 5.258 / 4.709 eV
- Net charge: +2
- Total energy: -88198.046 eV
- Spin multiplicity: 4

Atoms and positions in Å:
Mn  0.89  1.44  -0.20
C  1.66  -3.07  0.32
C  0.65  -3.52  -0.68
C  1.00  -4.40  -1.69
C  0.04  -4.95  -2.53
C  -1.33  -4.64  -2.34
C  -1.70  -3.77  -1.35
C  -0.74  -3.17  -0.55
N  -1.15  -2.34  0.52
C  -0.63  -1.08  0.73
N  -0.63  -0.70  2.01
C  0.01  0.42  2.58
C  0.72  1.33  1.81
C  1.45  2.33  2.44
C  1.42  2.44  3.82
C  0.64  1.58  4.58
C  -0.07  0.55  3.97
C  -0.90  -0.40  4.79
N  -0.19  -0.35  -0.26
C  -0.61  -0.81  -1.57
C  -1.99  -0.64  -1.81
C  -2.56  -1.04  -2.99
C  -1.77  -1.63  -3.98
C  -0.42  -1.77  -3.77
C  0.21  -1.35  -2.60
C  1.70  -1.49  -2.57
H  2.64  -3.50  0.10
H  1.37  -3.41  1.32
H  1.77  -1.99  0.37
H  2.03  -4.69  -1.80
H  0.34  -5.64  -3.31
H  -2.07  -5.10  -2.97
H  -2.75  -3.53  -1.21
H  -2.00  -2.62  0.99
H  -0.95  -1.37  2.68
H  2.07  3.01  1.88
H  2.00  3.22  4.30
H  0.60  1.69  5.65
H  -0.92  -0.06  5.83
H  -0.48  -1.41  4.80
H  -1.93  -0.45  4.45
H  -2.58  -0.16  -1.05
H  -3.62  -0.89  -3.15
H  -2.21  -1.94  -4.92
H  0.20  -2.20  -4.55
H  2.00  -2.49  -2.91
H  2.13  -1.32  -1.60
H  2.14  -0.79  -3.28
C  -0.77  5.05  0.32
C  -1.52  4.47  1.54
C  -1.77  3.00  1.16
O  -0.88  2.72  0.05
C  -0.91  3.95  -0.73
H  0.28  5.22  0.55
H  -1.20  5.98  -0.03
H  -2.47  4.99  1.71
H  -0.92  4.55  2.44
H  -2.79  2.85  0.81
H  -1.56  2.31  1.97
H  -1.89  4.00  -1.23
H  -0.13  3.92  -1.47
F  0.45  1.62  -1.86
Te  3.35  1.92  -1.57
F  1.87  3.06  -0.39
F  4.23  3.60  -1.82
F  4.17  2.21  0.11
F  4.70  0.57  -1.66
O  2.29  0.68  -0.22

---

(4)
# C2H5N3S3

One molecule with the formula C2H5N3S3 at a distorted geometry (the ωB97M-V functional and the def2-TZVPD basis, OMol25).

Output
- Energy above the lowest of the compared OMol25 structures with the same formula, charge and spin: 227.4 kJ/mol
- Maximum force: 0.0305 hartree/bohr
- Frontier orbital gap: 7.951 eV
- Net charge: 0
- Structure (SMILES): NN/C(=N/S)SC=S
- Total energy: -39128.804 eV

Atoms and positions in Å:
N  -0.07  1.82  -1.84
N  0.59  1.13  -0.82
C  -0.09  0.41  0.16
N  -1.31  0.18  0.03
S  -2.19  -0.82  1.02
S  0.94  -0.25  1.53
C  1.12  -1.91  0.77
S  1.84  -3.15  1.48
H  -0.81  1.23  -2.24
H  -0.65  2.55  -1.39
H  1.48  1.49  -0.59
H  -1.52  -0.76  2.14
H  0.69  -1.90  -0.25

---

(5)
# C5H8O2

A 2-piece molecular cluster, C5H8O2 overall (the ωB97M-V functional and the def2-TZVPD basis, OMol25).

Output
- Energy above the lowest of the compared OMol25 structures with the same formula, charge and spin: 308.6 kJ/mol
- Maximum force: 0.0112 hartree/bohr
- Frontier orbital gap: 9.995 eV
- Net charge: 0
- Structure (SMILES): C#CC(=C)CO.O
- Total energy: -9406.634 eV

Atoms and positions in Å:
C  -2.10  -1.29  0.31
C  -1.22  -0.49  0.12
C  -0.19  0.51  0.01
C  -0.24  1.47  -0.91
C  0.87  0.49  1.11
O  1.13  -0.76  1.69
H  -2.92  -1.95  0.47
H  0.53  2.24  -0.96
H  -1.05  1.53  -1.63
H  0.50  1.21  1.86
H  1.82  0.86  0.72
H  0.29  -1.13  2.00
O  1.37  -0.92  -1.55
H  0.92  -0.09  -1.77
H  0.65  -1.56  -1.57

---

(6)
# C4H12N2O

A 2-piece molecular cluster, C4H12N2O overall at a distorted geometry (the ωB97M-V functional and the def2-TZVPD basis, OMol25).

Output
- Energy above the lowest of the compared OMol25 structures with the same formula, charge and spin: 365.8 kJ/mol
- Maximum force: 0.0473 hartree/bohr
- Frontier orbital gap: 9.123 eV
- Net charge: 0
- Structure (SMILES): CCN(C)O.C=N
- Total energy: -9367.402 eV

Atoms and positions in Å:
C  -1.56  -0.71  -0.74
C  -0.94  0.49  -1.44
N  0.17  1.17  -0.67
C  -0.12  1.75  0.62
O  1.42  0.49  -0.76
H  -2.38  -1.09  -1.33
H  -1.96  -0.44  0.24
H  -0.82  -1.50  -0.66
H  -0.54  0.20  -2.42
H  -1.68  1.28  -1.60
H  -0.42  1.00  1.35
H  0.77  2.27  0.98
H  -0.94  2.45  0.50
H  1.98  0.96  -1.39
C  1.24  -2.02  1.48
N  1.53  -0.87  1.92
H  0.88  -2.74  2.21
H  1.47  -2.45  0.49
H  1.88  -0.24  1.20

---

(7)
# C5H21N3O3

A 4-piece molecular cluster, C5H21N3O3 overall at a distorted geometry (the ωB97M-V functional and the def2-TZVPD basis, OMol25).

Output
- Energy above the lowest of the compared OMol25 structures with the same formula, charge and spin: 87.0 kJ/mol
- Maximum force: 0.0487 hartree/bohr
- Frontier orbital gap: 9.386 eV
- Net charge: 0
- Structure (SMILES): CC[C@H](CN)NCN.O.O.O
- Total energy: -16137.497 eV

Atoms and positions in Å:
C  1.37  2.16  0.12
C  1.32  1.22  1.32
C  0.34  0.06  1.12
C  -0.04  -0.54  2.50
N  -1.41  -0.29  2.94
N  1.07  -0.89  0.26
C  0.32  -2.10  -0.17
N  -0.80  -1.67  -0.96
H  1.39  1.70  -0.87
H  2.19  2.88  0.28
H  0.42  2.68  0.00
H  2.33  0.98  1.70
H  0.99  1.84  2.16
H  -0.62  0.29  0.67
H  0.72  -0.47  3.31
H  0.07  -1.63  2.41
H  -2.09  -0.37  2.19
H  -1.63  0.67  3.21
H  2.02  -1.05  0.60
H  0.08  -2.72  0.73
H  0.79  -2.83  -0.82
H  -1.66  -1.44  -0.51
H  -0.58  -1.30  -1.86
O  1.65  -0.46  -2.60
H  1.62  -1.38  -2.92
H  1.44  -0.46  -1.64
O  -0.62  1.25  -2.61
H  -0.08  1.82  -3.20
H  -0.18  0.39  -2.60
O  -2.84  0.90  -0.53
H  -2.48  1.47  -1.22
H  -2.53  0.02  -0.73

---

(8)
# C30H34CdN8O9P2SSe

C30H34CdN8O9P2SSe as an isolated structure at a distorted geometry (the ωB97M-V functional and the def2-TZVPD basis, OMol25).

Output
- Energy above the lowest of the compared OMol25 structures with the same formula, charge and spin: 140.0 kJ/mol
- Maximum force: 0.0867 hartree/bohr
- Frontier orbital gap: 7.440 eV
- Net charge: 0
- Total energy: -161339.870 eV

Atoms and positions in Å:
Cd  -1.42  1.83  -0.95
C  -1.87  2.61  4.82
C  -1.82  2.80  3.33
O  -1.74  4.15  3.07
P  -0.46  1.92  2.44
O  0.79  2.32  3.36
O  -0.62  0.39  2.61
O  -0.26  2.37  1.02
P  -3.21  2.14  2.17
O  -4.45  2.92  2.86
O  -3.23  0.63  2.18
O  -3.00  2.70  0.78
H  -0.95  3.02  5.28
H  -1.92  1.53  5.01
H  -2.75  3.12  5.32
H  -1.91  4.35  2.11
H  1.26  3.09  2.97
H  -1.19  -0.10  1.89
H  -4.92  2.30  3.47
Se  -3.56  0.28  -2.70
C  -2.48  -1.00  -3.41
N  -1.89  -1.91  -3.86
N  -5.31  3.43  -1.25
C  -5.18  4.34  -2.23
N  -6.27  4.67  -2.94
N  -4.03  4.94  -2.54
C  -2.97  4.26  -2.30
N  -1.98  3.62  -2.07
H  -6.26  3.18  -0.95
H  -4.55  3.27  -0.57
H  -7.14  4.13  -2.78
H  -6.26  5.37  -3.68
O  -1.60  -0.86  0.52
S  -2.85  -1.71  0.49
C  -3.40  -2.38  2.09
C  -2.75  -2.42  3.32
C  -3.40  -3.05  4.38
C  -4.69  -3.56  4.21
C  -5.35  -3.55  2.97
C  -4.69  -2.90  1.92
C  -2.05  -3.19  -0.16
C  -0.69  -3.36  -0.03
C  -0.06  -4.35  -0.79
C  -0.80  -5.11  -1.73
C  -2.17  -4.98  -1.77
C  -2.81  -4.03  -0.94
H  -1.84  -1.85  3.51
H  -2.92  -3.15  5.35
H  -5.16  -4.03  5.07
H  -6.29  -4.04  2.80
H  -5.19  -2.77  0.98
H  -0.13  -2.68  0.60
H  1.02  -4.44  -0.70
H  -0.30  -5.74  -2.41
H  -2.79  -5.57  -2.41
H  -3.85  -3.87  -1.03
C  10.03  0.57  -0.31
C  8.65  -0.02  -0.54
C  8.56  -1.40  -0.81
C  7.35  -2.06  -0.93
C  6.14  -1.31  -0.76
N  4.88  -1.96  -0.83
C  3.68  -1.39  -1.23
O  2.56  -1.75  -0.78
N  3.78  -0.42  -2.22
C  2.68  0.32  -2.73
C  2.77  1.01  -3.95
C  1.83  1.94  -4.33
C  0.68  2.11  -3.51
N  0.59  1.46  -2.31
C  1.54  0.59  -1.90
C  6.24  0.06  -0.48
C  7.45  0.71  -0.40
H  10.67  -0.22  0.04
H  10.00  1.35  0.44
H  10.48  0.97  -1.20
H  9.48  -1.96  -0.97
H  7.28  -3.14  -1.15
H  4.74  -2.75  -0.20
H  4.66  -0.28  -2.66
H  3.56  0.73  -4.62
H  1.95  2.50  -5.23
H  -0.16  2.74  -3.76
H  1.40  0.10  -0.95
H  5.31  0.64  -0.31
H  7.53  1.77  -0.13